Entry 1:
Here is 7 unconnected molecules or ions with the total composition C43H93BBrN9O12P in a non-equilibrium geometry from the OMol25 dataset. Energies are from wB97M-V/def2-TZVPD.

- largest force on an atom (eV/A) = 1.348
- E_tot (Eh) = -6029.9940
- frontier orbital gap (eV) = 8.686
- ΔE to the lowest compared entry with this formula, charge and spin (eV) = 0.000

The geometry in ORCA input format:
```
! wB97M-V def2-TZVPD RIJCOSX def2/J DEFGRID3
* xyz 1 1
C 6.743 -4.651 2.293
C 7.557 -3.545 1.648
O 6.880 -2.999 0.517
C 7.457 -3.244 -0.755
C 8.071 -1.985 -1.393
C 7.292 -0.702 -1.080
C 6.120 -0.441 -2.030
C 4.963 -1.433 -1.783
C 3.555 -0.816 -1.653
O 2.597 -1.586 -2.349
C 2.240 -2.689 -1.557
O 0.892 -2.872 -1.503
C 0.117 -2.894 -2.725
C -1.349 -2.713 -2.316
N -2.134 -3.932 -2.510
C -2.711 -4.480 -1.284
C -1.784 -5.410 -0.466
C -0.648 -6.029 -1.274
O -1.253 -4.781 0.714
B 2.899 -4.066 -2.115
O 2.871 -4.170 -3.483
C 3.478 -5.202 -1.216
C 4.150 -6.332 -2.012
N 2.678 -2.251 -0.062
P 1.333 -2.756 1.189
C 1.315 -1.489 2.517
C 0.057 -0.605 2.415
C 2.046 -4.243 2.011
C 3.558 -4.561 2.059
C 2.999 -0.767 -0.222
C 4.104 -0.124 0.650
C 3.745 0.649 1.932
C 4.428 0.186 3.218
Br 4.546 -1.733 3.464
N 1.733 -0.073 -0.200
C 1.596 1.098 -0.473
O 1.457 2.202 -0.755
H 6.568 -5.485 1.608
H 7.269 -5.039 3.171
H 5.781 -4.260 2.635
H 7.692 -2.730 2.369
H 8.557 -3.892 1.370
H 8.206 -4.042 -0.711
H 6.652 -3.619 -1.403
H 8.046 -2.162 -2.475
H 9.108 -1.870 -1.073
H 7.984 0.144 -1.139
H 6.904 -0.731 -0.058
H 5.778 0.588 -1.874
H 6.457 -0.510 -3.067
H 5.208 -2.060 -0.917
H 4.889 -2.112 -2.638
H 3.571 0.179 -2.109
H 0.469 -2.122 -3.409
H 0.202 -3.876 -3.198
H -1.785 -1.877 -2.870
H -1.336 -2.413 -1.258
H -2.929 -3.673 -3.087
H -3.580 -5.071 -1.585
H -3.093 -3.683 -0.623
H -2.412 -6.229 -0.097
H 0.213 -5.356 -1.305
H -0.976 -6.236 -2.295
H -0.330 -6.967 -0.810
H -1.380 -3.831 0.634
H 3.437 -3.572 -3.979
H 2.717 -5.614 -0.543
H 4.243 -4.725 -0.585
H 4.622 -7.056 -1.343
H 4.911 -5.937 -2.690
H 3.414 -6.868 -2.614
H 3.580 -2.687 0.140
H 2.218 -0.898 2.610
H 1.273 -2.083 3.437
H 0.248 0.413 2.753
H -0.325 -0.559 1.392
H -0.752 -1.004 3.031
H 1.484 -5.100 1.633
H 1.705 -4.098 3.043
H 4.199 -3.752 1.703
H 3.861 -4.750 3.093
H 3.782 -5.473 1.511
H 4.893 -0.855 0.855
H 4.547 0.606 -0.035
H 4.084 1.684 1.807
H 2.663 0.721 2.043
H 5.459 0.536 3.240
H 3.909 0.583 4.089
C -5.841 -1.285 -4.593
C -5.711 -2.736 -4.218
O -4.701 -3.195 -3.690
N -6.760 -3.548 -4.484
C -8.028 -3.200 -5.099
H -4.935 -0.756 -4.320
H -5.997 -1.170 -5.665
H -6.683 -0.827 -4.077
H -6.613 -4.507 -4.213
H -8.855 -3.416 -4.422
H -8.176 -3.767 -6.019
H -8.050 -2.143 -5.341
C -4.500 3.275 -5.819
C -5.749 2.646 -5.240
O -6.090 1.510 -5.545
N -6.476 3.393 -4.382
C -6.217 4.752 -3.928
H -4.036 2.555 -6.487
H -4.741 4.180 -6.376
H -3.794 3.540 -5.031
H -7.302 2.929 -4.039
H -6.117 4.761 -2.842
H -7.056 5.390 -4.201
H -5.312 5.156 -4.360
C 1.183 3.251 3.161
C 0.091 3.103 4.203
O -0.633 2.114 4.245
N -0.054 4.111 5.085
C 0.699 5.341 5.188
H 1.173 2.371 2.524
H 1.016 4.133 2.543
H 2.162 3.340 3.636
H -0.770 3.940 5.774
H 1.195 5.397 6.159
H 0.042 6.206 5.087
H 1.455 5.394 4.412
C -1.873 1.407 7.469
C -0.791 2.098 8.267
O 0.169 2.627 7.723
N -0.914 2.112 9.618
C -1.971 1.540 10.429
H -1.618 1.482 6.414
H -1.944 0.354 7.745
H -2.844 1.874 7.642
H -0.159 2.586 10.089
H -2.467 2.313 11.017
H -1.570 0.791 11.113
H -2.713 1.063 9.797
C -2.176 8.117 -3.036
C -2.876 6.797 -3.259
O -4.027 6.739 -3.665
N -2.179 5.663 -2.988
C -0.816 5.539 -2.509
H -2.867 8.913 -3.297
H -1.877 8.231 -1.993
H -1.287 8.198 -3.663
H -2.700 4.816 -3.151
H -0.207 4.980 -3.221
H -0.790 5.019 -1.549
H -0.374 6.520 -2.378
C -8.400 6.279 0.803
C -7.790 6.244 -0.579
O -8.433 5.922 -1.562
N -6.479 6.601 -0.697
C -5.566 7.010 0.348
H -9.438 5.975 0.720
H -7.882 5.596 1.478
H -8.356 7.284 1.224
H -6.133 6.582 -1.645
H -5.200 8.023 0.169
H -4.707 6.338 0.398
H -6.065 6.996 1.312
*
```



Entry 2:
Here is 12 unconnected molecules or ions with the total composition C43H98BO18S11 in a non-equilibrium geometry from the OMol25 dataset. Energies are from wB97M-V/def2-TZVPD.

- largest force on an atom (eV/A) = 3.126
- E_tot (Eh) = -7456.0113
- frontier orbital gap (eV) = 5.374

The geometry in ORCA input format:
```
! wB97M-V def2-TZVPD RIJCOSX def2/J DEFGRID3
* xyz -1 1
C 5.616 4.199 0.213
C 5.406 2.672 -0.103
C 5.774 1.582 0.876
C 5.571 0.129 0.516
C 4.987 -0.323 -0.811
C 4.799 -1.837 -1.205
C 3.309 -2.381 -1.072
C 5.825 -2.703 -0.331
C 4.579 0.772 -1.763
O 3.981 0.502 -3.025
C 2.715 1.254 -3.041
B 1.538 0.584 -3.977
O 0.304 1.217 -3.387
C -0.876 0.441 -3.583
C -2.006 0.481 -2.474
C -2.774 1.887 -2.382
C -2.572 2.473 -0.893
C -3.749 3.432 -0.452
O -4.070 4.475 -1.009
O -4.495 3.103 0.716
C -0.209 -1.036 -3.783
C -0.744 -2.242 -2.909
C -0.083 -2.308 -1.451
C -1.124 -2.076 -0.258
C -1.060 -3.143 0.893
O -0.152 -3.207 1.720
O -2.152 -4.048 0.993
O 1.220 -0.844 -3.831
C 4.797 2.238 -1.405
H 5.504 4.443 1.313
H 6.704 4.443 -0.047
H 4.977 4.892 -0.433
H 6.207 1.898 1.867
H 5.875 -0.636 1.296
H 5.149 -1.943 -2.284
H 2.610 -1.710 -0.498
H 2.952 -2.625 -2.120
H 3.370 -3.364 -0.496
H 6.815 -2.153 -0.221
H 5.380 -2.776 0.704
H 6.070 -3.701 -0.803
H 2.292 1.289 -1.980
H 2.889 2.308 -3.451
H 1.549 1.082 -5.076
H -1.322 0.938 -4.517
H -1.508 0.317 -1.473
H -2.777 -0.318 -2.728
H -2.458 2.611 -3.184
H -3.888 1.653 -2.456
H -1.567 3.010 -0.880
H -2.567 1.617 -0.140
H -4.131 2.289 1.116
H -0.436 -1.219 -4.895
H -1.876 -2.297 -2.854
H -0.425 -3.195 -3.452
H 0.689 -1.474 -1.420
H 0.382 -3.327 -1.323
H -0.853 -1.076 0.223
H -2.172 -1.920 -0.675
H -2.551 -3.869 1.886
H 4.516 3.069 -2.120
C -6.196 -2.423 1.976
S -4.618 -2.033 2.755
O -4.243 -3.197 3.615
C -5.262 -0.742 3.838
H -6.040 -3.244 1.275
H -6.920 -2.725 2.731
H -6.560 -1.549 1.434
H -6.046 -1.150 4.478
H -5.658 0.076 3.233
H -4.444 -0.372 4.456
C -6.648 8.541 -3.372
S -5.185 8.491 -2.318
O -4.333 9.665 -2.680
C -4.452 7.034 -3.085
H -7.244 9.410 -3.092
H -6.353 8.627 -4.416
H -7.237 7.635 -3.221
H -4.294 7.216 -4.149
H -5.112 6.177 -2.944
H -3.495 6.834 -2.604
C 4.475 -7.703 0.386
S 2.933 -6.969 -0.202
O 3.284 -5.713 -0.922
C 2.313 -6.501 1.426
H 5.049 -8.034 -0.479
H 5.052 -6.962 0.942
H 4.251 -8.561 1.022
H 3.024 -5.834 1.917
H 2.158 -7.398 2.028
H 1.362 -5.984 1.295
C -0.365 4.964 -6.319
S -1.726 4.914 -5.137
O -2.146 3.491 -5.003
C -2.930 5.735 -6.202
H 0.495 4.464 -5.873
H -0.650 4.448 -7.237
H -0.108 6.003 -6.535
H -3.054 5.169 -7.128
H -2.591 6.748 -6.423
H -3.882 5.778 -5.675
C -2.385 -9.369 2.942
S -2.110 -8.016 1.779
O -1.008 -8.433 0.863
C -1.409 -6.870 2.982
H -2.792 -10.218 2.392
H -1.443 -9.658 3.410
H -3.102 -9.056 3.703
H -0.526 -7.313 3.446
H -2.157 -6.637 3.742
H -1.125 -5.955 2.461
C -10.985 -1.282 1.175
S -9.405 -0.893 1.955
O -9.037 -2.054 2.815
C -10.042 0.399 3.041
H -10.829 -2.103 0.475
H -11.710 -1.584 1.933
H -11.348 -0.409 0.632
H -10.826 -0.007 3.682
H -10.436 1.219 2.438
H -9.222 0.765 3.658
C 2.965 8.811 0.065
S 4.294 8.281 -1.034
O 4.664 6.890 -0.648
C 5.552 9.382 -0.355
H 2.078 8.219 -0.160
H 3.255 8.650 1.104
H 2.748 9.866 -0.108
H 5.681 9.186 0.711
H 5.253 10.419 -0.513
H 6.491 9.193 -0.875
C 9.355 -3.864 2.787
S 8.279 -2.770 3.735
O 6.878 -3.019 3.284
C 8.832 -1.240 2.956
H 9.150 -4.892 3.086
H 9.156 -3.750 1.720
H 10.398 -3.626 3.003
H 8.665 -1.289 1.878
H 9.892 -1.088 3.167
H 8.257 -0.413 3.375
C -9.312 10.082 -7.764
S -7.719 10.451 -7.002
O -7.355 9.287 -6.143
C -8.325 11.756 -5.914
H -9.176 9.257 -8.462
H -10.034 9.793 -6.997
H -9.670 10.959 -8.305
H -9.107 11.363 -5.262
H -8.713 12.579 -6.514
H -7.492 12.111 -5.307
C 11.245 0.911 6.192
S 11.251 -0.786 6.804
O 10.870 -1.672 5.667
C 9.800 -0.612 7.861
H 12.058 1.020 5.474
H 10.295 1.126 5.699
H 11.402 1.599 7.023
H 8.940 -0.303 7.265
H 10.003 0.125 8.640
H 9.593 -1.578 8.322
C -2.819 -13.184 5.892
S -1.263 -12.507 6.505
O -1.223 -11.064 6.126
C -0.201 -13.398 5.349
H -3.636 -12.730 6.454
H -2.935 -12.951 4.832
H -2.833 -14.264 6.045
H -0.480 -13.152 4.323
H -0.299 -14.471 5.519
H 0.830 -13.095 5.527
*
```